1.
A 4-piece molecular cluster, C18H36BN2O9S3 overall. Source: OMol25; level of theory: the ωB97M-V functional and the def2-TZVPD basis.

The geometry in XYZ format:
```
69
Properties=species:S:1:pos:R:3
C 2.843 -1.997 2.371
O 1.453 -1.814 2.698
C 0.841 -1.140 1.660
N -0.540 -0.847 2.040
C -0.908 0.334 2.614
C -2.259 0.280 2.832
N -2.664 -0.948 2.370
B -4.015 -1.627 2.299
O -4.360 -2.203 1.110
O -4.768 -1.710 3.409
C -6.105 -2.212 3.234
C -1.615 -1.621 1.894
H 2.962 -2.234 1.317
H 3.380 -1.059 2.532
H 3.265 -2.814 2.941
H 0.827 -1.715 0.730
H 1.336 -0.180 1.475
H -0.263 1.156 2.860
H -2.934 0.997 3.254
H -4.304 -1.560 0.388
H -6.658 -2.052 4.154
H -6.071 -3.283 3.046
H -6.612 -1.727 2.404
H -1.640 -2.601 1.454
C 6.829 -2.955 -2.410
C 6.895 -1.427 -2.288
C 5.951 -1.019 -1.152
S 5.898 -2.415 -0.024
O 4.559 -2.967 -0.025
O 6.548 -2.070 1.216
C 6.950 -3.492 -0.987
H 7.620 -3.344 -3.049
H 5.871 -3.252 -2.842
H 7.916 -1.125 -2.046
H 6.615 -0.933 -3.216
H 6.309 -0.147 -0.610
H 4.943 -0.843 -1.517
H 6.613 -4.520 -0.874
H 7.963 -3.384 -0.603
C -7.929 1.796 1.353
C -6.907 2.941 1.321
C -5.651 2.413 0.613
S -6.221 1.140 -0.522
O -5.683 -0.139 -0.094
O -6.057 1.585 -1.877
C -7.944 1.209 -0.055
H -8.917 2.144 1.648
H -7.613 1.035 2.072
H -7.318 3.782 0.760
H -6.670 3.299 2.321
H -5.139 3.182 0.041
H -4.958 1.948 1.312
H -8.374 0.211 -0.114
H -8.442 1.873 -0.760
C 1.893 2.562 -2.178
C 3.032 3.585 -2.064
C 4.306 2.911 -2.588
S 3.766 1.691 -3.791
O 4.094 0.375 -3.292
O 4.159 2.099 -5.111
C 2.010 1.959 -3.575
H 0.918 3.023 -2.025
H 2.021 1.780 -1.424
H 2.798 4.458 -2.675
H 3.166 3.930 -1.040
H 4.975 3.612 -3.081
H 4.840 2.383 -1.800
H 1.485 1.015 -3.695
H 1.692 2.665 -4.341
```

Output
* HOMO level: -12.11 eV
* frontier orbital gap: 9.50 eV
* LUMO: -2.60 eV
* net charge: +1

=====

2.
C11H8AuF6NO5S5 as an isolated structure. Source: OMol25; level of theory: the ωB97M-V functional and the def2-TZVPD basis.

The geometry in XYZ format:
```
37
Properties=species:S:1:pos:R:3
Au -11.879 -0.497 9.707
S -9.550 -3.040 12.656
C -10.412 -2.205 11.496
S -12.018 -1.926 11.637
S -9.649 -1.453 10.154
F -13.728 1.330 5.971
C -12.521 1.456 5.427
F -12.191 2.749 5.270
F -12.583 0.802 4.236
S -11.325 0.410 6.459
O -11.607 0.772 7.854
O -10.005 0.646 5.957
N -11.732 -1.015 6.136
S -13.102 -1.712 6.495
O -13.525 -1.500 7.845
O -14.125 -1.512 5.491
C -12.524 -3.411 6.439
F -12.028 -3.829 5.302
F -13.554 -4.217 6.751
F -11.608 -3.605 7.404
C -14.525 3.293 10.525
C -14.202 1.813 10.360
O -13.209 1.412 9.780
C -15.208 0.851 10.894
C -15.173 -0.471 10.446
C -16.021 -1.484 10.839
C -17.015 -1.087 11.732
C -17.189 0.254 12.173
C -16.254 1.201 11.783
H -13.711 3.863 10.067
H -14.645 3.581 11.561
H -15.454 3.522 10.022
H -14.390 -0.727 9.726
H -15.803 -2.462 10.492
H -17.702 -1.818 12.015
H -17.979 0.443 12.874
H -16.254 2.194 12.097
```

Output
* HOMO level (alpha / beta): -8.72 / -9.90 eV
* spin multiplicity: 3
* frontier orbital gap (alpha / beta): 7.46 / 5.85 eV
* ΔE to the lowest compared entry with this formula, charge and spin: 0.000 eV
* LUMO (alpha / beta): -1.26 / -4.05 eV
* <S²>: 2.01

=====

3.
C5H9ClN2O2S as an isolated structure. Source: OMol25; level of theory: the ωB97M-V functional and the def2-TZVPD basis.

The geometry in XYZ format:
```
20
Properties=species:S:1:pos:R:3
C -1.405 0.916 -0.295
C -1.726 -0.567 -0.403
C -0.057 1.251 -0.894
C -0.669 -1.319 0.448
C 0.990 0.214 -0.507
N 0.577 -1.039 -0.100
N 1.776 1.134 0.902
O 1.616 2.312 0.930
O 2.248 0.387 1.698
S 1.828 -2.238 0.188
Cl 2.461 0.162 -1.471
H -2.112 1.580 -0.895
H -1.623 1.008 0.806
H -2.764 -0.646 -0.089
H -1.597 -1.134 -1.440
H -0.313 1.346 -1.916
H 0.350 2.291 -0.531
H -0.695 -1.013 1.494
H -0.881 -2.473 0.540
H 1.994 -2.171 1.534
```

Output
* HOMO level: -8.90 eV
* frontier orbital gap: 9.50 eV
* ΔE to the lowest compared entry with this formula, charge and spin: 0.476 eV
* LUMO: 0.60 eV

=====

4.
A 9-piece molecular cluster, C17H51N17O9 overall. Source: OMol25; level of theory: the ωB97M-V functional and the def2-TZVPD basis.

The geometry in XYZ format:
```
94
Properties=species:S:1:pos:R:3
C -2.442 -5.045 0.481
C -2.200 -3.568 -0.058
C -3.287 -3.337 -1.198
C -4.807 -3.292 -0.637
C -4.808 -2.291 0.505
C -3.671 -2.295 1.649
N -2.440 -2.430 0.894
O -1.284 -2.288 1.810
C -3.692 -0.924 2.421
C -3.955 -3.337 2.686
C -0.771 -3.401 -0.713
H -3.487 -5.313 0.638
H -1.820 -5.205 1.362
H -2.093 -5.790 -0.234
H -3.015 -2.513 -1.858
H -3.250 -4.080 -1.996
H -5.112 -4.282 -0.300
H -5.463 -3.003 -1.458
H -5.775 -2.497 0.964
H -4.943 -1.350 -0.028
H -3.119 -0.956 3.348
H -3.369 -0.061 1.837
H -4.719 -0.614 2.614
H -3.379 -3.186 3.599
H -4.934 -3.215 3.149
H -3.845 -4.365 2.340
H 0.030 -3.760 -0.067
H -0.596 -2.361 -0.990
H -0.692 -4.100 -1.545
H -1.364 -3.049 2.390
C 3.077 -2.689 -0.027
O 4.042 -3.388 -0.396
N 2.494 -1.840 -0.741
N 2.627 -2.724 1.157
H 1.678 -1.375 -0.369
H 2.750 -1.669 -1.703
H 1.925 -2.060 1.450
H 3.063 -3.380 1.788
C -0.122 5.690 -2.221
O -0.601 6.772 -2.265
N 1.118 5.594 -2.619
N -0.736 4.572 -1.862
H 1.627 4.724 -2.550
H 1.519 6.458 -2.954
H -0.297 3.671 -1.987
H -1.659 4.589 -1.452
C 2.663 2.175 -3.253
O 2.276 2.724 -2.248
N 2.106 2.292 -4.437
N 3.805 1.539 -3.386
H 1.268 2.856 -4.432
H 2.352 1.562 -5.091
H 4.590 1.862 -2.839
H 4.040 1.148 -4.287
C -1.796 2.168 3.664
O -0.638 1.910 3.440
N -2.248 3.340 3.536
N -2.502 1.305 4.351
H -1.631 3.979 3.055
H -3.224 3.586 3.621
H -2.052 0.424 4.553
H -3.403 1.588 4.711
C 2.682 0.935 3.063
O 3.717 0.765 2.502
N 2.498 1.134 4.356
N 1.472 0.733 2.567
H 1.532 1.295 4.603
H 3.233 0.985 5.033
H 1.381 1.068 1.618
H 0.677 0.978 3.140
C 2.365 -1.381 -4.295
O 3.046 -1.894 -3.463
N 1.247 -0.752 -4.057
N 2.567 -1.421 -5.570
H 0.927 -0.672 -3.103
H 0.894 -0.352 -4.915
H 1.952 -0.899 -6.178
H 3.386 -1.888 -5.932
C 4.575 3.930 0.535
O 4.882 4.934 -0.025
N 3.813 3.021 0.067
N 4.955 3.704 1.769
H 3.773 2.141 0.560
H 3.270 3.196 -0.767
H 4.754 2.861 2.288
H 5.499 4.512 2.037
C -0.230 0.624 -0.654
O 0.202 -0.148 -1.514
N 0.264 1.854 -0.371
N -1.121 0.295 0.297
H -0.077 2.570 0.255
H 0.948 2.153 -1.052
H -1.363 0.851 1.105
H -1.528 -0.629 0.287
```

Output
* HOMO level: -8.00 eV
* frontier orbital gap: 7.71 eV
* ΔE to the lowest compared entry with this formula, charge and spin: 5.333 eV
* LUMO: -0.29 eV

=====

5.
One molecule with the formula C5H8O. Source: OMol25; level of theory: the ωB97M-V functional and the def2-TZVPD basis.

The geometry in XYZ format:
```
14
Properties=species:S:1:pos:R:3
C 0.797 0.174 -1.539
C 1.107 0.514 -0.082
C -0.090 0.559 0.809
O 0.186 0.769 2.116
C -1.325 0.302 0.392
C -1.965 -0.829 0.184
H 0.367 -0.827 -1.646
H 1.715 0.213 -2.132
H 0.079 0.880 -1.965
H 1.661 1.453 -0.001
H 1.747 -0.264 0.357
H -1.375 -1.726 0.372
H -0.652 0.654 2.594
H -2.981 -0.968 -0.157
```

Output
* HOMO level: -8.64 eV
* frontier orbital gap: 9.52 eV
* ΔE to the lowest compared entry with this formula, charge and spin: 2.447 eV
* LUMO: 0.88 eV

=====

6.
A 2-piece molecular cluster, CH3BBrF6N4O3P overall. Source: OMol25; level of theory: the ωB97M-V functional and the def2-TZVPD basis.

The geometry in XYZ format:
```
20
Properties=species:S:1:pos:R:3
O 2.237 -1.789 0.440
B 1.268 -1.003 -0.100
O 1.320 -0.501 -1.344
O 0.078 -0.793 0.711
C -1.111 -0.955 0.266
N -2.076 -0.024 0.337
N -3.171 -0.506 -0.166
N -2.937 -1.735 -0.561
N -1.647 -2.061 -0.297
Br -0.917 -3.692 -0.659
H 1.899 -2.430 1.073
H 1.842 -1.051 -1.938
H -3.627 -2.347 -0.976
F -0.310 1.739 0.032
P 0.984 2.729 0.458
F 1.494 2.417 -1.081
F -0.242 3.804 0.665
F 1.258 2.915 2.067
F 1.943 4.051 0.273
F 1.714 1.231 0.800
```

Output
* HOMO level: -10.54 eV
* frontier orbital gap: 7.70 eV
* LUMO: -2.84 eV

=====

7.
One molecule with the formula C4H3F3. Source: OMol25; level of theory: the ωB97M-V functional and the def2-TZVPD basis.

The geometry in XYZ format:
```
10
Properties=species:S:1:pos:R:3
C -0.293 1.076 -0.149
C 0.893 0.629 0.249
C -0.909 -0.291 -0.288
C 0.487 -0.822 0.143
F -0.814 2.267 -0.406
F 2.056 1.178 0.584
F 0.475 -1.525 1.313
H -1.692 -0.518 0.433
H -1.229 -0.570 -1.289
H 1.027 -1.425 -0.590
```

Output
* HOMO level: -9.95 eV
* frontier orbital gap: 10.87 eV
* ΔE to the lowest compared entry with this formula, charge and spin: 0.384 eV
* LUMO: 0.92 eV

=====

8.
A 9-piece molecular cluster, C6H30O9 overall. Source: OMol25; level of theory: the ωB97M-V functional and the def2-TZVPD basis.

The geometry in XYZ format:
```
45
Properties=species:S:1:pos:R:3
O 0.262 0.084 0.719
H 0.748 0.388 -0.101
H 0.411 -0.906 0.742
H -0.699 0.268 0.674
O 1.425 -1.521 -2.518
H 1.123 -2.184 -1.819
H 1.590 -0.668 -2.045
H 0.793 -1.474 -3.246
C -1.651 -2.645 -0.281
C -0.329 -2.933 0.442
C -0.051 -4.411 0.565
O 0.731 -2.158 -0.041
H -1.866 -1.582 -0.413
H -2.511 -2.987 0.302
H -1.661 -3.104 -1.275
H -0.489 -2.549 1.468
H 0.716 -4.686 1.285
H 0.039 -4.879 -0.421
H -0.962 -4.930 0.893
C -0.387 2.096 -2.473
C 1.075 2.145 -2.011
C 1.390 3.404 -1.213
O 1.640 0.992 -1.435
H -0.724 2.884 -3.149
H -0.973 2.272 -1.561
H -0.690 1.134 -2.890
H 1.632 2.257 -2.957
H 0.624 3.616 -0.469
H 1.515 4.283 -1.850
H 2.368 3.293 -0.749
O -1.754 0.209 3.057
H -2.416 0.131 3.753
H -1.848 1.113 2.728
O 0.771 -1.038 3.187
H 0.466 -1.885 2.845
H -0.005 -0.650 3.608
O -2.273 0.654 0.049
H -2.886 0.692 0.791
H -2.800 0.910 -0.715
O 3.322 1.455 0.905
H 2.861 1.850 0.157
H 3.619 0.606 0.569
O -0.732 3.093 1.655
H -0.194 3.627 1.059
H -1.222 3.734 2.180
```

Output
* HOMO level: -8.24 eV
* frontier orbital gap: 8.09 eV
* ΔE to the lowest compared entry with this formula, charge and spin: 4.819 eV
* LUMO: -0.15 eV

=====

9.
A 3-piece molecular cluster, C2H7S3 overall. Source: OMol25; level of theory: the ωB97M-V functional and the def2-TZVPD basis.

The geometry in XYZ format:
```
12
Properties=species:S:1:pos:R:3
S -1.357 -0.355 0.755
S -3.416 -1.722 3.277
H -2.528 -1.273 2.348
H -4.397 -1.086 2.631
C 0.735 0.598 -1.172
C 2.198 0.453 -0.967
S 2.902 1.140 -2.494
H 0.081 0.187 -0.283
H 0.293 -0.023 -1.946
H 0.350 1.614 -1.185
H 2.552 -0.568 -0.831
H 2.587 1.037 -0.133
```

Output
* HOMO level: -3.78 eV
* frontier orbital gap: 4.73 eV
* ΔE to the lowest compared entry with this formula, charge and spin: 3.533 eV
* LUMO: 0.95 eV
* net charge: -1

=====

10.
One molecule with the formula C4H7NO. Source: OMol25; level of theory: the ωB97M-V functional and the def2-TZVPD basis.

The geometry in XYZ format:
```
13
Properties=species:S:1:pos:R:3
O -1.860 1.075 -1.196
N -0.614 0.528 -1.467
C -0.044 0.087 -0.418
C -0.581 0.177 1.000
C 0.630 -0.096 1.855
C 1.318 -0.540 -0.517
H -2.138 1.414 -2.058
H -0.979 1.185 1.158
H -1.401 -0.548 1.119
H 1.874 -0.244 0.396
H 0.715 -1.202 1.932
H 1.889 -0.182 -1.374
H 1.254 -1.634 -0.547
```

Output
* HOMO level: -8.86 eV
* frontier orbital gap: 8.47 eV
* ΔE to the lowest compared entry with this formula, charge and spin: 6.395 eV
* LUMO: -0.38 eV

=====

11.
One molecule with the formula C12H13P. Source: OMol25; level of theory: the ωB97M-V functional and the def2-TZVPD basis.

The geometry in XYZ format:
```
26
Properties=species:S:1:pos:R:3
C 0.137 1.703 3.124
C 1.524 1.739 3.264
C -0.507 0.930 2.176
C 2.283 0.785 2.631
C 0.321 0.252 1.270
C 1.727 0.113 1.582
C -0.258 -0.404 0.061
C 0.593 -0.769 -0.939
C 2.475 -0.850 0.905
C -1.686 -0.622 -0.136
C -1.684 -1.504 -1.456
C -0.160 -0.301 -3.627
P -0.034 -1.626 -2.325
H -0.617 2.177 3.696
H 2.022 2.286 3.939
H -1.639 0.898 2.007
H 3.350 0.512 2.767
H 3.521 -0.907 0.698
H 2.092 -1.796 0.338
H -1.988 -1.066 0.762
H -2.221 0.277 -0.448
H -1.963 -2.498 -1.221
H -2.562 -1.378 -2.130
H -1.076 -0.551 -4.344
H 0.869 -0.276 -4.205
H -0.431 0.740 -3.211
```

Output
* HOMO level (alpha / beta): -7.24 / -8.08 eV
* frontier orbital gap (alpha / beta): 7.04 / 7.67 eV
* ΔE to the lowest compared entry with this formula, charge and spin: 3.822 eV
* LUMO (alpha / beta): -0.20 / -0.41 eV

=====

12.
One molecule with the formula C5H5N. Source: OMol25; level of theory: the ωB97M-V functional and the def2-TZVPD basis.

The geometry in XYZ format:
```
11
Properties=species:S:1:pos:R:3
C -1.345 -1.181 0.009
C 0.822 -0.352 -0.332
C -1.157 1.032 0.141
C -0.057 -1.473 0.146
C 0.263 1.033 -0.146
N -1.864 -0.131 -0.307
H 1.774 -0.449 0.126
H 1.206 -0.232 -1.394
H -0.699 1.028 1.220
H -1.860 1.891 -0.156
H 0.511 -2.390 0.377
```

Output
* HOMO level (alpha / beta): -8.61 / -8.61 eV
* frontier orbital gap (alpha / beta): 8.25 / 8.25 eV
* ΔE to the lowest compared entry with this formula, charge and spin: 6.715 eV
* LUMO (alpha / beta): -0.36 / -0.36 eV

=====

13.
One molecule with the formula C2H7N3S. Source: OMol25; level of theory: the ωB97M-V functional and the def2-TZVPD basis.

The geometry in XYZ format:
```
13
Properties=species:S:1:pos:R:3
C 0.198 -0.313 -1.693
C -0.688 0.675 0.280
N 0.659 0.175 2.421
N 0.272 0.707 -0.736
N -0.199 -0.254 1.467
S -0.690 -1.741 1.185
H 0.956 -0.009 -2.488
H 0.650 -1.250 -1.353
H -0.723 -0.589 -1.974
H -0.920 1.652 0.713
H -1.518 0.089 -0.005
H 1.098 -0.559 2.917
H 0.906 1.418 -0.734
```

Output
* HOMO level (alpha / beta): -8.57 / -8.57 eV
* frontier orbital gap (alpha / beta): 8.24 / 8.24 eV
* ΔE to the lowest compared entry with this formula, charge and spin: 3.204 eV
* LUMO (alpha / beta): -0.33 / -0.33 eV

=====

14.
A 2-piece molecular cluster, C2H2FIS overall. Source: OMol25; level of theory: the ωB97M-V functional and the def2-TZVPD basis.

The geometry in XYZ format:
```
7
Properties=species:S:1:pos:R:3
C 0.213 -0.820 0.065
C -0.281 0.508 0.023
F 2.241 -0.051 -0.299
S 0.134 -2.352 0.123
I -2.414 0.765 0.206
H -0.036 1.180 0.777
H 0.142 0.768 -0.894
```

Output
* HOMO level (alpha / beta): -10.20 / -10.20 eV
* frontier orbital gap (alpha / beta): 8.45 / 8.45 eV
* ΔE to the lowest compared entry with this formula, charge and spin: 2.495 eV
* LUMO (alpha / beta): -1.75 / -1.75 eV

=====

15.
A 2-piece molecular cluster, C4H13N2S2 overall. Source: OMol25; level of theory: the ωB97M-V functional and the def2-TZVPD basis.

The geometry in XYZ format:
```
21
Properties=species:S:1:pos:R:3
C 1.241 -2.040 -0.836
C 0.061 -1.956 -1.465
N -0.362 -2.754 -2.489
N 1.502 -1.241 0.359
H 1.998 -2.731 -1.160
H -0.658 -1.195 -1.170
H -0.881 -2.299 -3.225
H 0.348 -3.374 -2.862
H 2.137 -0.457 0.166
H 1.881 -1.824 1.099
H 0.658 -0.770 0.732
C -2.059 1.988 1.921
C -0.946 2.320 0.921
S 0.605 1.540 1.564
S 1.993 2.158 0.144
H -1.870 2.504 2.858
H -2.095 0.910 2.078
H -3.008 2.298 1.486
H -0.751 3.386 0.853
H -1.116 1.872 -0.056
H 1.323 1.666 -0.920
```

Output
* HOMO level: -12.63 eV
* frontier orbital gap: 9.63 eV
* ΔE to the lowest compared entry with this formula, charge and spin: 1.087 eV
* LUMO: -3.00 eV
* net charge: +1